{"formula": "C37H93BBr6O44P9", "method": "the ωB97M-V functional and the def2-TZVPD basis", "species": ["O", "C", "O", "B", "O", "C", "O", "O", "C", "O", "C", "O", "O", "Br", "C", "C", "Br", "H", "H", "H", "H", "Br", "C", "C", "Br", "H", "H", "H", "H", "Br", "C", "C", "Br", "H", "H", "H", "H", "C", "O", "P", "O", "O", "C", "O", "C", "H", "H", "H", "H", "H", "H", "H", "H", "H", "C", "O", "P", "O", "O", "C", "O", "C", "H", "H", "H", "H", "H", "H", "H", "H", "H", "C", "O", "P", "O", "O", "C", "O", "C", "H", "H", "H", "H", "H", "H", "H", "H", "H", "C", "O", "P", "O", "O", "C", "O", "C", "H", "H", "H", "H", "H", "H", "H", "H", "H", "C", "O", "P", "O", "O", "C", "O", "C", "H", "H", "H", "H", "H", "H", "H", "H", "H", "C", "O", "P", "O", "O", "C", "O", "C", "H", "H", "H", "H", "H", "H", "H", "H", "H", "C", "O", "P", "O", "O", "C", "O", "C", "H", "H", "H", "H", "H", "H", "H", "H", "H", "C", "O", "P", "O", "O", "C", "O", "C", "H", "H", "H", "H", "H", "H", "H", "H", "H", "C", "O", "P", "O", "O", "C", "O", "C", "H", "H", "H", "H", "H", "H", "H", "H", "H"], "positions_angstrom": [[-24.85070, 28.24882, -4.72881], [-25.06765, 28.63238, -5.84882], [-26.25307, 29.07647, -6.27458], [-26.20529, 29.40933, -7.67985], [-24.78328, 29.11690, -8.04964], [-24.06890, 28.70475, -7.02804], [-22.84434, 28.60043, -6.98094], [-26.55952, 30.82237, -8.00918], [-27.47133, 30.83169, -8.95301], [-27.92524, 31.78630, -9.65063], [-27.96097, 29.38305, -9.11283], [-27.23979, 28.59254, -8.37172], [-28.92771, 29.06286, -9.80697], [-32.69110, 31.56683, -9.71915], [-32.84643, 29.58308, -9.68911], [-32.33719, 29.03888, -8.38634], [-33.60730, 29.56987, -6.98709], [-32.15220, 29.33457, -10.49185], [-33.87864, 29.27730, -9.85984], [-31.33667, 29.43453, -8.21166], [-32.13571, 27.96772, -8.37517], [-19.62041, 30.25143, -8.53740], [-21.20835, 31.41389, -8.26412], [-20.75101, 32.70285, -7.56934], [-22.20986, 33.84387, -6.94088], [-21.92069, 30.93724, -7.59071], [-21.62857, 31.68146, -9.23361], [-20.08994, 33.26677, -8.22743], [-20.16406, 32.41718, -6.69642], [-25.34697, 35.48845, -8.43956], [-25.73955, 35.03329, -10.34193], [-25.23209, 33.55576, -10.60305], [-26.22765, 32.77857, -12.13406], [-25.17504, 35.78541, -10.89306], [-26.77143, 35.23300, -10.63082], [-25.53519, 32.91444, -9.77545], [-24.18687, 33.35365, -10.83705], [-29.35909, 36.63031, -6.62712], [-29.60053, 36.07919, -7.95338], [-29.31765, 37.03039, -9.18971], [-28.32803, 38.15324, -8.96492], [-28.98034, 35.97271, -10.37077], [-29.98898, 34.97683, -10.64968], [-30.79248, 37.44047, -9.65270], [-31.64315, 38.17502, -8.80946], [-29.04785, 37.67407, -6.66951], [-28.64142, 36.11369, -5.98982], [-30.30995, 36.79686, -6.12094], [-30.59887, 35.17981, -11.52998], [-30.69347, 34.88123, -9.82345], [-29.43512, 34.03946, -10.70161], [-31.96156, 39.13917, -9.20585], [-31.20259, 38.43937, -7.84814], [-32.56321, 37.64310, -8.56730], [-27.44777, 35.45508, -3.01573], [-28.23847, 34.55069, -3.71677], [-27.69295, 33.03530, -3.85369], [-27.47115, 32.24087, -2.61376], [-28.67907, 32.36196, -4.96810], [-28.86845, 32.96742, -6.26344], [-26.34979, 33.36371, -4.71037], [-25.63750, 32.29471, -5.28803], [-27.23930, 36.33040, -3.63092], [-26.58108, 34.96304, -2.57431], [-27.98385, 35.87403, -2.16414], [-29.11752, 32.24364, -7.03946], [-27.87621, 33.32789, -6.53478], [-29.70816, 33.66113, -6.22166], [-26.08261, 31.31242, -5.12968], [-24.68868, 32.27968, -4.75173], [-25.45411, 32.48062, -6.34629], [-29.18026, 25.81245, -7.96318], [-28.73799, 24.63204, -8.67090], [-27.20784, 24.21433, -8.56679], [-26.78225, 22.95244, -9.24039], [-26.45911, 25.61101, -8.99086], [-25.05871, 25.62621, -9.14589], [-26.99144, 24.24817, -6.97372], [-25.78202, 23.83224, -6.37459], [-29.61680, 26.44244, -8.73818], [-28.39225, 26.35463, -7.44053], [-29.98949, 25.62508, -7.25739], [-24.75609, 26.54828, -9.64218], [-24.64176, 24.77872, -9.68996], [-24.51041, 25.62727, -8.20383], [-25.05787, 23.35598, -7.03556], [-26.14176, 23.01559, -5.74868], [-25.21354, 24.50804, -5.73567], [-24.11776, 29.88086, -10.80948], [-23.93120, 29.85266, -12.21123], [-22.70693, 30.72850, -12.81290], [-22.50618, 32.02235, -12.20822], [-22.88250, 30.67362, -14.47555], [-24.15159, 30.92096, -14.98752], [-21.39785, 29.73317, -12.55969], [-20.08237, 30.16143, -12.98230], [-25.19142, 29.93752, -10.63022], [-23.62271, 30.72150, -10.32333], [-23.74534, 28.93922, -10.40607], [-23.95181, 31.67287, -15.75095], [-24.86582, 31.20713, -14.21546], [-24.55278, 30.08396, -15.55898], [-19.54970, 29.50967, -13.67481], [-19.52753, 30.32912, -12.05919], [-20.08086, 31.09969, -13.53705], [-21.32492, 22.96296, -6.88034], [-22.30630, 22.39856, -6.04591], [-22.71427, 23.02669, -4.59332], [-23.75129, 22.28436, -3.83989], [-22.98177, 24.59126, -4.91937], [-23.14943, 25.49074, -3.85183], [-21.27017, 23.15409, -3.93233], [-20.61879, 22.03073, -3.28721], [-21.77727, 23.47258, -7.73108], [-20.69108, 22.26547, -7.42793], [-20.62550, 23.59084, -6.32834], [-22.42052, 26.25773, -4.11360], [-22.95693, 25.01284, -2.89128], [-24.14039, 25.93729, -3.93354], [-20.84928, 21.79495, -2.24828], [-19.56624, 22.31030, -3.24161], [-20.76812, 21.10900, -3.84956], [-29.48036, 32.03276, -13.14712], [-30.71753, 31.66589, -13.71439], [-31.51928, 32.90683, -14.41241], [-31.68679, 34.05296, -13.45590], [-32.86317, 32.11103, -14.89123], [-33.66692, 31.48891, -13.88496], [-30.78288, 33.28363, -15.78340], [-30.60865, 32.35348, -16.78589], [-29.11872, 33.05732, -13.23431], [-28.72854, 31.48697, -13.71720], [-29.43727, 31.80846, -12.08132], [-33.82121, 30.45425, -14.19117], [-34.64325, 31.95270, -14.02562], [-33.27379, 31.57011, -12.87157], [-30.76731, 31.30009, -16.55499], [-29.59884, 32.46067, -17.18198], [-31.22506, 32.65566, -17.63254], [-21.64769, 30.07347, -3.75719], [-21.98530, 31.28056, -3.12522], [-20.74659, 32.31802, -2.74629], [-19.66343, 32.49722, -3.75536], [-21.54325, 33.68085, -2.48514], [-22.82180, 33.64266, -1.72065], [-20.20855, 31.80692, -1.26172], [-19.26529, 32.62612, -0.58876], [-21.89573, 29.27130, -3.06214], [-20.62090, 30.01985, -4.11902], [-22.30096, 30.16114, -4.62532], [-23.70037, 33.68827, -2.36419], [-22.77058, 34.57809, -1.16347], [-22.89549, 32.78704, -1.04940], [-18.43609, 31.93214, -0.45117], [-19.47495, 32.94091, 0.43352], [-18.86267, 33.43692, -1.19589], [-29.57995, 28.86373, -5.50384], [-29.19403, 27.57444, -5.12686], [-29.93326, 26.85508, -3.83207], [-31.37111, 26.58193, -3.90420], [-29.04386, 25.53211, -3.56259], [-27.66464, 25.47902, -3.84591], [-29.47345, 27.80483, -2.59405], [-30.32030, 28.63051, -1.93676], [-30.27450, 29.37472, -4.83706], [-29.98958, 28.88829, -6.51365], [-28.67546, 29.46537, -5.41436], [-27.56721, 25.24503, -4.90603], [-27.17895, 24.82857, -3.11850], [-27.14757, 26.40889, -3.60910], [-30.35244, 28.37478, -0.87767], [-31.36453, 28.50709, -2.22393], [-30.04631, 29.68410, -1.99128], [-28.11671, 29.13938, -16.27336], [-27.93423, 28.98326, -14.88082], [-27.34609, 27.62775, -14.21588], [-26.49744, 26.81364, -15.08840], [-26.54080, 28.22723, -12.93444], [-26.20557, 27.40402, -11.86462], [-28.66574, 26.96160, -13.54604], [-29.65293, 27.79217, -12.98735], [-27.74278, 28.30331, -16.86435], [-27.66745, 30.08054, -16.59033], [-29.18773, 29.18381, -16.47093], [-26.66475, 26.41797, -11.79408], [-26.57164, 27.84095, -10.93555], [-25.13513, 27.31143, -11.68107], [-29.73071, 28.80920, -13.37166], [-29.34646, 27.70615, -11.94486], [-30.62460, 27.32045, -13.13377]], "forces_ev_per_angstrom": [[0.1, 0.2, -0.7], [-0.3, -0.5, 1.1], [0.4, 0.1, 0.5], [0.2, -0.4, 0.3], [-0.3, 0.1, -1.0], [1.9, 0.8, 0.5], [-2.7, -0.2, -0.1], [0.4, 0.2, -0.1], [-2.0, 2.6, -2.8], [1.9, -3.2, 3.2], [-2.6, -0.2, -1.8], [0.9, 0.2, 0.0], [1.8, 0.4, 1.3], [-0.3, -0.6, 0.0], [0.5, 0.3, -0.2], [0.5, 0.4, 0.1], [0.6, -0.4, 0.0], [-0.3, -0.4, 0.0], [0.2, 0.3, -0.3], [-0.3, 0.5, 0.4], [-0.8, -0.2, -0.1], [-0.8, 0.5, 0.1], [0.0, 1.1, 0.5], [1.0, -0.7, 0.0], [0.3, -0.5, -0.4], [0.2, -0.5, -0.5], [0.0, -0.5, 0.0], [-0.3, 0.2, 0.1], [-0.2, 0.3, 0.2], [-0.5, -0.2, -0.7], [1.4, -0.7, -0.3], [-1.3, 0.6, 0.2], [0.3, 0.3, 0.1], [0.3, -0.3, 0.0], [-0.1, -0.5, 0.7], [0.0, 0.2, 0.0], [0.0, 0.7, 0.0], [-0.6, 1.4, 0.2], [0.7, 0.3, 1.6], [1.7, 0.9, -1.4], [-2.1, -2.4, -0.5], [-0.4, 1.6, 1.1], [-0.1, -0.7, 0.5], [0.1, 0.3, -0.3], [-0.7, 0.7, 1.1], [0.7, -0.1, -0.6], [-0.2, -0.6, -0.6], [-0.3, -1.0, 0.1], [0.6, 0.2, -0.2], [0.1, 0.0, 0.1], [-0.2, 0.0, -0.3], [0.3, -0.1, -0.6], [0.4, -0.2, 0.1], [0.1, -0.4, -0.3], [0.3, 1.1, 1.3], [-0.7, -1.9, -0.6], [0.4, -0.4, -1.2], [-0.7, 1.1, -1.7], [0.3, 0.1, 1.7], [0.6, -0.1, 0.0], [-1.8, 0.4, 0.8], [1.4, -0.6, 0.4], [0.5, -0.3, -0.3], [0.3, 0.3, -0.4], [-0.4, -0.2, 0.1], [-0.1, -0.5, 0.5], [-0.4, 0.9, -0.4], [0.5, 0.4, 0.0], [-0.4, 0.1, -0.1], [0.3, -0.2, -0.3], [-0.2, 0.1, 0.1], [-0.6, 0.8, -0.5], [1.0, -0.4, 0.4], [0.6, 0.1, 0.2], [-0.6, 2.0, 0.7], [-0.7, -1.3, -0.3], [1.2, 0.1, 0.1], [-0.2, 0.7, -0.9], [0.2, -2.2, 0.9], [0.2, 0.3, 0.0], [0.1, -0.2, -0.2], [0.2, -0.7, 0.1], [-0.3, 0.0, -0.1], [-0.4, -0.1, -0.3], [-0.3, 0.1, 0.5], [-0.2, 0.2, -0.5], [0.6, -0.1, 0.4], [-0.7, 0.8, -0.3], [-0.3, -0.4, 0.7], [1.6, 1.1, -1.8], [1.0, -3.5, -1.6], [-0.1, 1.5, 0.4], [1.4, -0.9, 3.8], [-0.9, 0.6, -1.3], [-1.3, 0.8, -1.2], [-0.1, 1.0, 0.4], [0.0, 0.1, 0.0], [0.0, 0.0, -0.1], [0.1, 0.1, 0.1], [-0.7, 0.5, 0.2], [-0.1, 0.3, -0.3], [0.1, -0.5, 0.4], [-0.5, -0.8, 0.4], [0.3, -0.2, -0.2], [-0.5, 0.3, 0.2], [0.8, 0.8, -0.9], [-1.3, -0.2, 1.3], [0.2, 0.3, -1.1], [1.2, 0.7, -1.0], [0.1, -3.0, -0.9], [0.2, 1.0, -0.1], [0.0, -0.5, 1.4], [0.6, 0.1, -0.3], [-0.3, 0.6, 0.4], [-0.2, -1.0, 0.7], [-0.3, 0.3, 0.0], [-0.1, 0.3, 0.8], [-0.1, 0.3, 0.1], [0.0, -0.1, 0.3], [-0.9, 0.6, 0.0], [0.0, -0.2, -0.4], [0.1, 0.1, -0.2], [2.0, -0.3, 0.3], [-1.4, 1.5, -1.3], [-0.9, 0.0, 2.0], [0.2, -1.7, -2.1], [2.1, 1.1, 0.1], [-0.9, -0.1, -0.7], [-0.9, 0.5, 2.4], [0.6, -0.5, -2.3], [-0.9, 0.4, -0.2], [0.2, -0.4, 0.4], [-0.1, -0.3, -0.1], [0.4, -0.2, 0.3], [-0.1, 0.1, 0.7], [0.0, 0.1, -0.1], [-0.2, 0.2, 0.4], [0.3, -0.1, 0.3], [-0.4, -0.3, 0.0], [-0.6, -0.4, -1.0], [2.5, 3.0, 2.0], [-0.4, -0.3, -0.4], [-1.3, -0.5, 1.4], [-0.9, -1.2, 0.4], [1.0, 0.8, -0.1], [-1.9, 0.7, -1.6], [2.0, -0.9, -0.1], [0.0, -0.2, -0.4], [0.1, 0.1, 0.2], [0.1, -1.2, -0.2], [0.4, -0.2, -0.3], [-0.2, -0.2, 0.2], [0.2, 0.0, -0.1], [0.4, 0.2, 0.1], [-1.1, 0.1, -0.3], [-0.4, 0.2, 0.0], [0.4, 1.6, 0.2], [-1.0, -2.4, 1.8], [1.7, 0.1, 0.1], [0.5, 0.3, -0.1], [-1.7, 1.4, -0.3], [1.0, 0.7, 0.2], [1.2, -1.9, -2.3], [-2.2, 1.4, 1.9], [-0.4, -0.4, 0.2], [0.1, -0.2, 0.0], [0.0, 0.2, -0.5], [0.5, -0.3, 0.3], [-0.3, -0.8, -0.5], [-0.3, 0.5, -0.4], [0.4, -0.1, 0.2], [0.0, 0.1, -0.5], [0.2, 0.0, -0.3], [-0.5, -0.1, -0.5], [0.8, -0.7, 1.0], [-0.1, 1.0, 1.2], [-0.8, -0.2, 0.1], [-1.1, 0.2, -2.0], [0.1, -0.6, 2.3], [2.0, -0.3, -2.7], [-0.5, -0.3, 1.5], [0.4, 0.0, 0.2], [0.1, -0.1, 0.0], [-0.1, 0.1, 0.0], [0.0, -0.2, -0.8], [-0.2, 0.5, 0.0], [0.1, 0.0, -0.8], [0.5, -0.1, 0.1], [-0.9, 1.0, 0.4], [0.1, -0.2, 0.0]], "lowdin_charge": [0.144, -0.351, 0.214, -0.875, 0.197, -0.355, 0.108, 0.211, -0.346, 0.038, -0.387, 0.223, 0.099, 0.580, -0.653, -0.699, 0.602, 0.046, 0.055, 0.027, 0.069, 0.598, -0.639, -0.700, 0.612, 0.033, 0.044, 0.054, 0.030, 0.574, -0.589, -0.584, 0.720, 0.048, 0.023, 0.014, 0.034, -0.091, -0.218, 0.433, -0.264, -0.232, -0.078, -0.210, -0.113, 0.074, 0.075, 0.087, 0.076, 0.076, 0.079, 0.089, 0.076, 0.093, -0.134, -0.224, 0.474, -0.237, -0.229, -0.059, -0.246, -0.104, 0.092, 0.081, 0.087, 0.081, 0.084, 0.091, 0.085, 0.084, 0.079, -0.080, -0.192, 0.458, -0.240, -0.221, -0.112, -0.235, -0.121, 0.081, 0.070, 0.092, 0.070, 0.096, 0.082, 0.087, 0.100, 0.069, -0.107, -0.225, 0.491, -0.225, -0.217, -0.146, -0.236, -0.107, 0.080, 0.080, 0.091, 0.091, 0.033, 0.087, 0.082, 0.071, 0.078, -0.122, -0.217, 0.431, -0.227, -0.250, -0.094, -0.237, -0.076, 0.086, 0.084, 0.088, 0.098, 0.092, 0.072, 0.085, 0.086, 0.089, -0.163, -0.230, 0.482, -0.247, -0.237, -0.096, -0.190, -0.141, 0.062, 0.070, 0.081, 0.088, 0.090, 0.055, 0.085, 0.090, 0.092, -0.106, -0.244, 0.482, -0.252, -0.232, -0.047, -0.238, -0.130, 0.095, 0.089, 0.081, 0.078, 0.085, 0.087, 0.083, 0.085, 0.087, -0.101, -0.228, 0.489, -0.229, -0.203, -0.103, -0.199, -0.175, 0.092, 0.077, 0.086, 0.073, 0.098, 0.084, 0.087, 0.084, 0.091, -0.104, -0.247, 0.464, -0.224, -0.197, -0.136, -0.221, -0.098, 0.085, 0.087, 0.080, 0.100, 0.073, 0.082, 0.080, 0.079, 0.091], "energy_ha": -23318.36015, "gap_ev": 9.9, "charge": -1}